The molecule C3H2N2O2S in a non-equilibrium geometry, computed with ωB97M-V with the def2-TZVPD basis set.

Geometry (Å):
O (0.8947, -0.3444, -2.1451)
C (0.3627, -0.1630, -0.9037)
C (0.5849, -0.9398, 0.2012)
O (-0.0238, -0.6723, 1.3582)
C (-0.7481, 0.4826, 1.4945)
S (-1.3318, 0.9084, 2.9193)
N (-1.0669, 1.1506, 0.3023)
N (-0.5620, 0.8209, -0.8140)
H (0.6162, 0.5142, -2.6576)
H (1.2740, -1.7572, 0.2449)

Output
Kohn-Sham gap (eV): 7.466
Relative energy (zero: lowest compared OMol25 entry of this formula, charge and spin) (kcal per mole): 91.5
Charge: 0

=====

The molecule C3H2N2O3 in a non-equilibrium geometry, computed with ωB97M-V with the def2-TZVPD basis set.

Geometry (Å):
O (-0.1107, 1.1835, 2.2944)
C (0.2208, 0.7109, 1.2641)
N (0.2326, 1.2899, -0.0730)
C (-0.3126, 1.0600, -1.1666)
O (-0.7506, -0.2394, -1.6499)
N (-0.2541, -1.4150, -0.8943)
C (0.2711, -1.4258, 0.2828)
O (0.4912, -0.6171, 1.4067)
H (-0.3170, 1.9745, -1.9777)
H (0.5293, -2.5215, 0.5135)

Output
Kohn-Sham gap (eV): 10.607
Relative energy (zero: lowest compared OMol25 entry of this formula, charge and spin) (kcal per mole): 117.2
Charge: 0

=====

The molecule C3H2N2O3 in a non-equilibrium geometry, computed with ωB97M-V with the def2-TZVPD basis set.

Geometry (Å):
O (-2.4736, -1.1164, -0.3759)
C (-1.6873, -0.2240, -0.0853)
O (-2.0884, 1.0752, 0.0604)
C (-0.0765, -0.0775, 0.1473)
N (0.6755, -1.2196, 0.1227)
C (1.8868, -0.6969, -0.0184)
O (1.8148, 0.6418, -0.3569)
N (0.5808, 1.0556, -0.2428)
H (-1.5258, 1.7360, 0.5886)
H (2.8937, -1.1742, 0.1603)

Output
Kohn-Sham gap (eV): 11.101
Relative energy (zero: lowest compared OMol25 entry of this formula, charge and spin) (kcal per mole): 82.7
Charge: 0

=====

A cluster of 2 separate species, C3H2N2O3 in total in a non-equilibrium geometry, computed with ωB97M-V with the def2-TZVPD basis set.

Geometry (Å):
C (1.4687, 0.0882, -0.0803)
C (0.0853, 0.1094, 0.0675)
C (-2.0772, -0.4393, -0.1626)
H (3.2466, -0.1201, 0.5059)
H (1.8694, 1.0511, 0.1546)
N (-2.0779, 0.9948, -0.1160)
N (-0.8656, 1.2367, -0.1070)
O (2.3526, -0.8133, -0.2250)
O (-0.8956, -1.0434, -0.0048)
O (-3.1062, -1.0642, -0.0323)

Output
Kohn-Sham gap (eV): 7.882
Relative energy (zero: lowest compared OMol25 entry of this formula, charge and spin) (kcal per mole): 149.7
Charge: 0

=====

The molecule C3H2N2S in a non-equilibrium geometry, computed with ωB97M-V with the def2-TZVPD basis set.

Geometry (Å):
N (-0.7145, 3.1900, 1.0492)
C (-0.7469, 2.1095, 0.6395)
N (-1.1981, 0.9483, 0.2269)
C (-0.4199, -0.0123, 0.1467)
C (0.9936, -0.0558, 0.6639)
S (0.9869, -1.0850, 1.9302)
H (-0.8782, -0.9434, 0.1276)
H (1.9707, 0.3668, 0.2878)

Output
Kohn-Sham gap (eV): 8.068
Relative energy (zero: lowest compared OMol25 entry of this formula, charge and spin) (kcal per mole): 35.0
Charge: 0

=====

The molecule C3H2N2S3 in a non-equilibrium geometry, computed with ωB97M-V with the def2-TZVPD basis set.

Geometry (Å):
N (1.9888, -0.8869, -2.7491)
C (1.1670, -0.7807, -1.8207)
C (0.4017, -0.4126, -0.5667)
N (0.5451, 0.7023, 0.0299)
S (1.6628, 1.8294, -0.4761)
S (-0.9086, -1.6714, 0.2254)
C (-1.8683, -0.6658, 1.2419)
S (-3.3660, -0.9780, 1.8483)
H (1.7108, 2.4687, 0.9251)
H (-1.3335, 0.3951, 1.3422)

Output
Kohn-Sham gap (eV): 7.936
Relative energy (zero: lowest compared OMol25 entry of this formula, charge and spin) (kcal per mole): 46.2
Charge: 0

=====

The ion C3H2N3O2 with charge -1 in a non-equilibrium geometry, computed with ωB97M-V with the def2-TZVPD basis set.

Geometry (Å):
C (1.2974, -0.7219, 0.2754)
C (0.7687, -1.3481, -0.9798)
C (-1.5931, 1.6314, 0.5238)
N (0.4197, 0.0951, 0.7599)
N (-0.3130, -1.0110, -1.4704)
N (-0.7118, 0.3176, 0.3206)
O (-2.4084, 1.7301, -0.3085)
O (-1.2552, 2.2031, 1.5777)
H (2.2212, -0.7716, 0.6100)
H (1.5745, -2.1246, -1.3087)

Output
Kohn-Sham gap (spin up / spin down) (eV): 8.082 / 7.875
Relative energy (zero: lowest compared OMol25 entry of this formula, charge and spin) (kcal per mole): 94.4
Charge: -1

=====

A structure of composition C3H2N3O2S in a non-equilibrium geometry, computed with ωB97M-V with the def2-TZVPD basis set.

Geometry (Å):
C (-0.1375, 1.1033, -1.5080)
C (-0.0547, 1.5346, 0.7075)
C (0.2118, -1.3541, 0.8850)
N (-0.0827, 1.9875, -0.4658)
N (-0.1658, -0.1696, -1.2067)
N (-0.0031, -0.3011, 0.1469)
O (0.3849, -1.2424, 2.0656)
O (0.0402, -2.6659, 0.1695)
S (0.1547, 1.9875, 2.3135)
H (-0.3911, 1.4876, -2.4067)
H (0.0433, -2.3674, -0.7008)

Output
Kohn-Sham gap (eV): 7.791
Relative energy (zero: lowest compared OMol25 entry of this formula, charge and spin) (kcal per mole): 1.1
Charge: -1

=====

The molecule C3H2N4 in a non-equilibrium geometry, computed with ωB97M-V with the def2-TZVPD basis set.

Geometry (Å):
N (2.7255, 0.8697, 0.9444)
C (1.7112, 0.9472, 0.3941)
C (0.6370, -0.3363, -0.9387)
C (-0.5528, -0.9560, -0.6067)
N (-1.2742, -0.1225, 0.1945)
N (-0.6719, 0.9799, 0.5154)
N (0.4869, 0.8369, -0.2033)
H (-0.8613, -1.9660, -0.8112)
H (-2.2192, -0.2675, 0.5311)

Output
Kohn-Sham gap (spin up / spin down) (eV): 8.921 / 8.920
Relative energy (zero: lowest compared OMol25 entry of this formula, charge and spin) (kcal per mole): 95.2
Charge: 0

=====

The molecule C3H2N4 in a non-equilibrium geometry, computed with ωB97M-V with the def2-TZVPD basis set.

Geometry (Å):
N (-0.9400, -0.6479, 2.9336)
C (-0.6388, -0.5016, 1.8175)
C (-0.2405, -0.2702, 0.4689)
C (0.6079, 0.7466, -0.0098)
N (0.8165, 0.5421, -1.2912)
N (0.0273, -0.6383, -1.5868)
N (-0.6485, -1.0377, -0.5463)
H (1.0766, 1.5580, 0.5302)
H (-0.1157, 0.2118, -2.3326)

Output
Kohn-Sham gap (eV): 10.904
Relative energy (zero: lowest compared OMol25 entry of this formula, charge and spin) (kcal per mole): 60.6
Charge: 0

=====

The molecule C3H2N4 in a non-equilibrium geometry, computed with ωB97M-V with the def2-TZVPD basis set.

Geometry (Å):
N (2.8551, -0.0118, -0.0240)
C (1.7218, 0.1262, -0.0192)
C (0.3097, 0.3367, 0.0445)
C (-0.8044, 1.1900, -0.0162)
N (-1.9189, 0.4098, -0.0645)
N (-1.6441, -0.8831, 0.0094)
N (-0.2519, -0.9933, 0.0196)
H (-0.8682, 2.2484, 0.2647)
H (0.2248, -1.8172, 0.0979)

Output
Kohn-Sham gap (eV): 10.436
Relative energy (zero: lowest compared OMol25 entry of this formula, charge and spin) (kcal per mole): 36.0
Charge: 0

=====

The molecule C3H2N4O in a non-equilibrium geometry, computed with ωB97M-V with the def2-TZVPD basis set.

Geometry (Å):
O (-1.5986, -1.1135, 0.8507)
C (-0.9643, -0.5512, -0.0018)
C (-0.8460, 0.8771, -0.6970)
N (0.2927, 1.2703, -0.2428)
C (1.0834, 0.3750, 0.6048)
N (1.5291, -0.8190, 0.4009)
N (0.9991, -1.3124, -0.8536)
N (-0.2064, -1.1377, -1.0334)
H (-1.6480, 1.7441, -0.8936)
H (1.3589, 0.6672, 1.8656)

Output
Kohn-Sham gap (eV): 8.960
Relative energy (zero: lowest compared OMol25 entry of this formula, charge and spin) (kcal per mole): 96.9
Charge: 0

=====

The molecule C3H2N4O in a non-equilibrium geometry, computed with ωB97M-V with the def2-TZVPD basis set.

Geometry (Å):
H (1.0694, -1.6293, -2.2010)
N (1.4422, -1.3262, -1.3309)
C (0.6386, -0.5954, -0.7387)
N (-0.7571, -0.1629, -0.9219)
N (-1.2083, 0.5312, 0.0594)
C (-0.2279, 0.6024, 0.8784)
C (-0.1852, 1.2495, 2.1439)
N (-0.2047, 1.8903, 3.1342)
O (0.8807, -0.1076, 0.5145)
H (-1.4477, -0.4520, -1.5379)

Output
Kohn-Sham gap (eV): 9.588
Relative energy (zero: lowest compared OMol25 entry of this formula, charge and spin) (kcal per mole): 3.6
Charge: 0

=====

A structure of composition C3H2N4O in a non-equilibrium geometry, computed with ωB97M-V with the def2-TZVPD basis set.

Geometry (Å):
C (-0.8773, -0.1179, 0.0647)
C (-0.4400, 1.3762, -0.1372)
C (-0.0216, -1.4065, -0.0343)
H (-0.9836, 2.2137, -0.5054)
H (-0.6790, -2.2283, 0.2095)
N (0.7690, 1.6921, 0.0317)
N (1.2187, 0.5930, 0.5662)
N (1.7745, -0.2469, -0.3359)
N (1.2617, -1.5180, 0.0558)
O (-2.0224, -0.3573, 0.0850)

Output
Kohn-Sham gap (eV): 9.087
Relative energy (zero: lowest compared OMol25 entry of this formula, charge and spin) (kcal per mole): 107.5
Charge: 0

=====

| no. | molar mass (u) |
| --- | --- |
| 1 | 130.13 |
| 2 | 114.06 |
| 3 | 114.06 |
| 4 | 114.06 |
| 5 | 98.13 |
| 6 | 162.26 |
| 7 | 112.07 |
| 8 | 144.14 |
| 9 | 94.08 |
| 10 | 94.08 |
| 11 | 94.08 |
| 12 | 110.08 |
| 13 | 110.08 |
| 14 | 110.08 |